No. 1
C3H6N2O | the ωB97M-V functional and the def2-TZVPD basis

Positions of all 12 atoms, in Å:
O  -2.02  -2.71  -0.57
N  -1.02  -0.70  -0.92
N  0.46  0.25  0.59
C  -0.11  0.27  -0.54
C  -1.32  -1.82  -0.16
C  1.38  1.32  0.90
H  1.88  1.74  0.02
H  -1.44  -0.68  -1.84
H  -0.85  -1.79  0.83
H  0.84  2.13  1.41
H  2.14  0.95  1.60
H  0.06  1.04  -1.31

Calculated values
Charge: 0
SMILES string: C/N=C/NC=O
LUMO level in hartree: 0.03175
Energy relative to the best compared isomer or geometry (same formula, charge and spin) in kcal per mole: 23.14
HOMO level in Eh: -0.3551

---

No. 2
C3H6N2O | the ωB97M-V functional and the def2-TZVPD basis

Positions of all 12 atoms, in Å:
O  2.72  0.47  0.12
N  -3.36  -0.80  -0.16
N  0.14  -0.48  -0.58
C  -0.22  0.83  -0.06
C  -2.25  -0.63  0.14
C  -0.86  -0.39  0.48
H  -0.55  -0.79  1.45
H  0.57  1.31  0.50
H  2.05  -0.14  -0.22
H  -0.28  -0.68  -1.48
H  -0.83  1.49  -0.69
H  3.05  0.05  0.93

Calculated values
Charge: 0
SMILES string: N#C[C@@H]1CN1.O
LUMO level in hartree: 0.02862
Energy relative to the best compared isomer or geometry (same formula, charge and spin) in kcal per mole: 51.66
HOMO level in Eh: -0.3948